(1)
Below is a structure of composition C27H34N7O2PS6Ti at a distorted geometry, with properties calculated with the ωB97M-V functional and the def2-TZVPD basis.

```
78
Properties=species:S:1:pos:R:3
Ti -0.46355 0.13371 0.83868
C 1.07748 2.47003 -2.57909
C 0.33580 2.00756 -1.36661
N 0.74959 0.96122 -0.66922
N 1.91621 0.34475 -1.07624
C 2.60730 -0.29937 -0.11567
N 3.67563 -1.01235 -0.50784
S 2.18764 -0.12538 1.50581
C -0.80487 2.64239 -0.82026
C -1.39571 3.82702 -1.32278
C -2.43058 4.41833 -0.65199
C -2.89053 3.84587 0.55582
C -2.29105 2.69351 0.99516
N -1.29970 2.07169 0.33807
H 2.11981 2.66547 -2.31855
H 1.07358 1.68845 -3.34282
H 0.65184 3.37150 -3.00812
H 1.84912 -0.08279 -2.01092
H 3.74555 -1.32111 -1.46927
H 4.07372 -1.62834 0.18195
H -1.02173 4.27052 -2.23386
H -2.87533 5.32897 -1.03082
H -3.67529 4.30691 1.13765
H -2.60748 2.21477 1.91603
S 4.16609 -5.24261 -1.62519
C 2.84352 -4.27932 -1.50517
S 2.19590 -3.35181 -2.82147
C 0.87544 -2.54355 -1.96801
C 0.75549 -2.86928 -0.66061
S -0.34426 -2.36018 0.60625
S 1.92006 -4.05241 -0.05840
S 0.03172 -1.39742 -2.97768
C -5.12250 0.34397 -2.59862
N -5.09683 -0.28209 -1.20701
C -5.21424 -1.79632 -1.38018
N -4.18269 -2.29382 -2.21178
C -4.20243 -1.63293 -3.51307
N -4.08394 -0.17869 -3.40783
C -2.74083 0.23373 -2.97174
P -2.23660 -0.50978 -1.34154
C -3.82728 0.08556 -0.49001
C -2.85987 -2.23938 -1.57570
H -5.02007 1.42096 -2.46667
H -6.09890 0.10478 -3.02485
H -5.89866 0.05167 -0.67097
H -6.19627 -1.97302 -1.82491
H -5.16333 -2.23512 -0.38389
H -5.14411 -1.87021 -4.01426
H -3.37389 -2.01160 -4.10892
H -2.71498 1.32292 -2.87395
H -2.02695 -0.05560 -3.73946
H -3.80485 1.17543 -0.42033
H -3.87461 -0.32078 0.52072
H -2.88930 -2.71383 -0.59236
H -2.13935 -2.78797 -2.18041
C -3.83441 -0.55368 8.38101
C -3.25732 -0.44061 6.99832
C -1.88874 -0.41078 6.78894
C -1.33507 -0.30967 5.51877
C 0.16521 -0.31187 5.39825
C -2.19458 -0.25032 4.40732
C -3.59209 -0.31708 4.59743
C -4.58915 -0.28355 3.46631
C -4.09058 -0.39364 5.88752
C -1.61527 -0.07354 3.05641
O -2.20295 -0.49873 2.00793
O -0.50986 0.52725 2.90251
H -3.06736 -0.41664 9.14162
H -4.28566 -1.53618 8.53164
H -4.61388 0.19267 8.53990
H -1.22300 -0.47084 7.64230
H 0.60820 -0.65525 6.33226
H 0.54040 0.68803 5.18092
H 0.50888 -0.95681 4.59102
H -4.54222 0.66651 2.92735
H -5.59780 -0.40053 3.86247
H -4.39288 -1.07713 2.74942
H -5.16473 -0.42990 6.03422
```

Properties
**Energy**: -140495.099 eV
**Spin multiplicity**: 3
**LUMO level (alpha / beta)**: -0.0225 / -0.0236 hartree
**Strongest force on any atom**: 0.021 Eh/bohr
**Total charge**: 0
**Expectation value of S²**: 2.016
**Molar mass**: 759.86 g mol⁻¹

***

(2)
Below is a structure of composition C27H34N7OYb at a distorted geometry, with properties calculated with the ωB97M-V functional and the def2-TZVPD basis.

```
70
Properties=species:S:1:pos:R:3
Yb 0.35054 0.64954 -0.66861
C -0.31820 3.01154 3.63144
C -1.71296 3.06111 3.86339
C -2.57066 2.37414 3.02105
C -2.03433 1.80990 1.83450
N -0.72922 1.70071 1.63892
C 0.09460 2.23261 2.58877
N -2.91146 1.25856 0.72949
C -2.47999 -0.17055 0.53656
N -1.79965 -0.46137 -0.57040
C -1.03659 -1.63732 -0.26217
N 0.01506 -1.81588 -0.95807
C 0.76031 -3.02661 -1.03957
C 0.09368 -4.28292 -0.99603
C 0.76502 -5.43411 -1.38567
C 2.09961 -5.31200 -1.76992
C 2.75685 -4.08028 -1.61696
N 2.07934 -2.94529 -1.26164
C -1.47289 -2.12569 1.07883
C -1.09242 -3.13628 2.02857
C -1.47657 -3.03482 3.36863
C -2.37012 -2.07185 3.80691
C -2.83768 -1.10686 2.93101
C -2.37249 -1.14091 1.56369
H 0.33884 3.71171 4.22037
H -2.04597 3.66550 4.71235
H -3.63820 2.24166 3.17143
H 1.10909 2.11222 2.32959
H -0.92336 -4.39091 -0.62751
H 0.24459 -6.39525 -1.46449
H 2.64831 -6.17833 -2.08035
H 3.80883 -3.87497 -1.90151
H -0.37208 -3.92800 1.70490
H -1.15276 -3.75386 4.13888
H -2.58930 -1.96161 4.85095
H -3.47361 -0.25905 3.37742
C -1.21201 3.59303 -0.76547
N -1.64433 2.24725 -1.22991
C -2.96186 1.91361 -0.68789
C -1.70657 2.26990 -2.79256
C -0.25230 2.41013 -3.37595
N 0.73213 1.42509 -2.96024
C 0.61225 0.23116 -3.83067
C 2.10708 1.97823 -2.88008
H -2.01061 4.34879 -0.73082
H -0.43321 3.96012 -1.41048
H -0.75584 3.42306 0.22036
H -3.47950 1.10644 -1.26273
H -3.59492 2.84445 -0.61075
H -3.93369 1.26703 1.13941
H -2.24096 3.20302 -3.02023
H -2.14960 1.33493 -3.15005
H 0.11562 3.45154 -3.12557
H -0.36447 2.40600 -4.49100
H 0.94442 0.52889 -4.83404
H -0.47186 -0.06484 -3.85376
H 1.16610 -0.59011 -3.38381
H 2.63123 1.88066 -3.86668
H 2.66959 1.48965 -2.04994
H 1.99948 2.99825 -2.55398
C 4.67558 0.01719 0.27774
C 3.31662 -0.25592 0.85078
C 3.29522 -1.17463 2.07024
O 2.31470 0.21735 0.28828
H 4.58333 0.79068 -0.53217
H 5.08380 -0.87851 -0.16156
H 5.29305 0.34130 1.14379
H 4.31963 -1.53786 2.19918
H 2.52224 -1.92215 1.85556
H 3.07547 -0.55819 2.99025
```

Properties
**Energy**: -72544.242 eV
**Spin multiplicity**: 2
**LUMO level (alpha / beta)**: -0.2065 / -0.2241 hartree
**Strongest force on any atom**: 0.060 Eh/bohr
**Total charge**: +2
**Expectation value of S²**: 0.777
**Molar mass**: 645.66 g mol⁻¹

***

(3)
Below is a structure of composition C27H35BO4S at a distorted geometry, with properties calculated with the ωB97M-V functional and the def2-TZVPD basis.

```
68
Properties=species:S:1:pos:R:3
C -4.38357 -0.80163 -4.90894
O -3.17827 -1.61751 -4.79936
C -2.04834 -1.10823 -4.22768
C -1.03287 -2.03192 -3.90247
C -0.06775 -1.70155 -2.96574
C -0.07835 -0.43247 -2.36343
C 0.98341 -0.01513 -1.41407
O 1.45573 1.17794 -1.87896
C 2.72009 1.29446 -2.52087
C -0.89869 0.57037 -2.94337
C -1.85883 0.24695 -3.89225
H -5.14646 -1.52871 -5.19572
H -4.65088 -0.32071 -3.95182
H -4.27869 -0.02968 -5.68805
H -1.14874 -3.02708 -4.31452
H 0.71824 -2.41752 -2.69010
H 1.73927 -0.80081 -1.22343
H 2.94291 2.36999 -2.48361
H 3.45459 0.67252 -1.98734
H 2.60933 0.96651 -3.56492
H -0.68672 1.62346 -2.69773
H -2.55161 0.99948 -4.23058
C 4.11276 4.58896 0.38263
C 3.13056 3.46561 0.54671
C 1.74492 3.67356 0.44096
C 0.85081 2.61542 0.53781
C 1.29742 1.29569 0.72292
B 0.23855 0.02896 0.52110
C 0.72314 -0.04908 2.19255
C 0.02516 0.63681 3.16938
C 0.34917 0.19401 4.48716
C 1.33842 -0.76258 4.52461
C 1.94647 -1.35553 5.73340
S 1.85787 -1.18463 2.86419
O -1.10001 0.45958 0.39511
C -1.94349 -0.69749 0.67009
C -2.71206 -0.48975 1.98203
C -2.98469 -0.75715 -0.46058
C -0.93318 -1.95289 0.72820
C -0.82840 -2.58570 2.10264
C -1.20136 -3.06103 -0.27279
O 0.33342 -1.38499 0.32431
C 2.68273 1.09810 0.86015
C 3.57293 2.15703 0.79010
H 5.13245 4.21815 0.28088
H 3.90383 5.23467 -0.47575
H 4.08623 5.22680 1.26787
H 1.38541 4.68020 0.19130
H -0.22325 2.81661 0.44671
H -0.61898 1.46984 2.92899
H -0.08288 0.59976 5.40992
H 1.42931 -0.96263 6.61687
H 1.83052 -2.44142 5.69231
H 3.01504 -1.11928 5.78758
H -3.35808 -1.36525 2.21955
H -2.03919 -0.28467 2.82676
H -3.36551 0.38553 1.86896
H -3.72667 -1.55896 -0.25392
H -3.50156 0.21920 -0.48041
H -2.51860 -0.89029 -1.46276
H -1.75031 -3.14079 2.33203
H 0.00451 -3.29466 2.13545
H -0.67970 -1.86325 2.90784
H -2.18509 -3.50745 -0.07766
H -1.13539 -2.67017 -1.28811
H -0.41526 -3.82158 -0.16145
H 3.05320 0.09741 1.05178
H 4.64506 1.95057 0.83751
```

Properties
**Energy**: -48264.491 eV
**Spin multiplicity**: 1
**LUMO level**: -0.0336 hartree
**Strongest force on any atom**: 0.048 Eh/bohr
**Total charge**: 0
**Molar mass**: 466.45 g mol⁻¹